C19H12Cl6NO7 | ωB97M-V/def2-TZVPD

```
! RIJCOSX wB97M-V def2-TZVPD def2/J DEFGRID3
* xyz -1 1
H -4.5232 -3.6426 -3.0952
O -1.7081 6.5725 -2.2443
O -2.1105 6.5890 -0.0817
C -0.5897 2.0340 -0.9022
Cl -9.1159 3.1702 -2.6547
H 0.1996 0.1540 -1.6066
C -4.0262 -3.6279 -2.1243
C -1.0863 4.7381 -1.0028
Cl -8.5802 1.2725 -0.2352
C -0.9461 2.7125 0.2733
C -4.7657 -1.3258 -1.7462
C -1.8718 -0.0727 -1.1963
H -0.4429 2.0922 -3.0511
H -0.8900 4.5827 -3.1544
C -7.5356 3.0536 -2.0041
Cl -5.6557 1.0334 0.9446
H -5.2135 -1.2853 -2.7431
H -5.4732 -1.7337 -1.0226
C -7.2948 2.1616 -0.9236
H -1.1845 2.1204 1.1578
C -5.2443 3.9935 -1.8099
O -2.6281 -1.7845 -2.8123
C -6.0461 2.1985 -0.2618
H -4.7687 -3.9361 -1.3831
Cl -6.7184 4.7777 -3.9276
C -0.5461 2.6985 -2.1428
C -1.0950 4.0842 0.2527
C -2.2016 -1.1379 -0.1321
H -1.2920 4.6677 1.1532
H -3.2243 -4.3599 -2.1287
C -5.2495 3.2911 -0.5242
C -1.8715 -0.6812 -2.5942
C -0.4994 0.5453 -0.8644
C -3.5691 -2.2167 -1.8022
O -1.7913 -1.0852 1.0076
C -6.5027 3.8115 -2.5483
N -1.6858 6.0270 -1.1213
H -4.4708 -0.3325 -1.4265
O -2.8618 -2.2565 -0.5514
Cl -3.1393 1.1877 -1.4152
O -1.2162 -0.1947 -3.4964
O -4.2984 4.7406 -2.1197
C -0.8149 4.0485 -2.2122
H -0.2419 0.1929 0.1371
Cl -4.3026 3.9614 0.6943
*
```

The HOMO-LUMO gap comes out at 5.94 eV. The energy relative to the best compared isomer or geometry (same formula, charge and spin) comes out at 0.0 kcal/mol.

Atomic partial charges in e from the Löwdin method, atoms 1 to 8: 0.10, 0.05, 0.03, -0.28, 0.64, 0.13, 0.02, -0.16

C19H12N3O4RuS4 | ωB97M-V/def2-TZVPD

```
! RIJCOSX wB97M-V def2-TZVPD def2/J DEFGRID3
* xyz 1 5
O 5.4322 -0.4363 0.1398
H -2.5132 -4.5167 3.0765
O 1.1749 3.6030 1.1368
C -1.3800 -2.2943 -2.4275
C 2.6878 1.7065 0.8110
C -2.1419 -3.5940 3.5113
S -0.3169 -3.6246 3.4754
C -3.2322 -2.7132 -3.9550
C -0.7413 -1.5017 -1.4710
C 3.5825 3.2087 -1.4164
N -3.7543 -3.3925 -4.7193
C -1.3132 -0.2900 -1.0762
Ru 1.4742 -0.3152 0.5260
N -5.3581 0.1993 -3.6207
C -3.1379 -0.6498 -2.6000
H -2.4548 -3.5372 4.5504
H -3.3843 -1.8374 3.2007
C 3.7410 1.2285 -0.0347
S -0.5582 0.6917 0.1546
H 4.9699 1.5756 -1.7216
C -2.5736 -1.8804 -2.9838
C -2.5077 0.1363 -1.6536
C 4.2828 -0.1438 0.2229
H -2.9451 1.0823 -1.3640
C 1.0078 4.8597 0.4391
H 2.5413 1.3114 1.8209
O 3.2993 -1.0193 0.5339
S 0.7658 -2.0422 -0.7966
C -2.5700 -2.3620 2.7062
C 2.5725 3.6583 -0.6107
C -0.2290 -1.9964 2.9431
H 1.2987 5.6754 1.0964
H -0.0250 4.9538 0.1166
H -2.8909 -2.6258 1.6980
S 1.2634 -1.1682 2.8843
C 4.1682 1.9655 -1.1087
C 2.1399 2.9376 0.4883
H 3.9186 3.7923 -2.2632
N -1.3973 -1.4879 2.6382
H -0.9379 -3.2332 -2.7353
C -4.3726 -0.1915 -3.1798
H -1.4549 -0.5483 2.2674
O 1.8695 4.8157 -0.6995
*
```

The HOMO-LUMO gap (spin up / spin down) comes out at 6.83 / 5.61 eV.

Atomic partial charges in e from the Löwdin method, atoms 1 to 8: 0.18, 0.09, 0.05, -0.03, -0.09, -0.37, 1.01, -0.15

C19H13AgF9N6O7S3 | ωB97M-V/def2-TZVPD

```
! RIJCOSX wB97M-V def2-TZVPD def2/J DEFGRID3
* xyz -1 1
H -4.0700 1.8124 2.6552
S 0.2614 -0.5686 7.1342
F 0.9905 4.4717 -4.2602
C -2.3571 1.2890 1.4613
Ag 0.1517 0.7248 -0.7831
C 0.7791 -0.2317 2.3824
C 2.4859 -0.8927 1.0113
F 0.5663 4.2180 1.7693
C 0.0384 4.2654 0.5344
F -1.1816 3.7337 0.6231
H -2.7915 1.5892 0.5177
O 1.4980 -1.1351 -1.9437
C 0.8470 -0.5418 4.8059
F -3.2924 -2.6023 -2.4469
N -0.8942 0.0484 6.1758
O 1.7782 2.3526 0.0341
H -2.9470 1.0999 4.7921
F -0.9150 3.5269 -4.5861
H 0.1307 -4.2317 -4.5275
H 4.2308 -1.7777 1.9189
C 0.3861 3.2851 -4.3796
C 0.7069 -1.7373 -2.6482
C -0.5437 0.3634 2.5092
C 1.8429 -3.8526 -2.3818
O 1.9895 4.4469 -1.1999
N 0.7967 -3.0402 -2.9467
C -3.0688 1.4090 2.6590
S 0.6325 2.1109 -2.9100
C 3.2547 -1.3480 2.0883
N -1.1364 0.7983 1.3943
N 1.3510 -0.9031 5.9774
O -0.1544 1.0033 -3.3451
C 2.7464 -1.2409 3.3635
H -1.0196 -3.0133 -3.9280
H 1.4545 -4.4856 -1.5796
C -0.2585 -3.7309 -3.6362
C -1.1771 0.4678 3.7678
F -4.5448 -1.2346 -1.3551
F -0.1329 5.5606 0.2389
C -0.4659 0.0129 4.9227
N 1.2933 -0.3545 1.1555
O -2.3207 0.2114 -1.3019
S 1.1562 3.3904 -0.7278
H -0.1288 -1.2468 -3.1559
C -3.3863 -1.9108 -1.2873
O 2.0469 1.9562 -2.7932
H 3.2866 -1.5776 4.2370
C -2.4638 1.0126 3.8298
N 0.0248 2.9298 -1.7172
H -0.7187 -4.4777 -2.9831
H 2.8351 -0.9743 -0.0094
F -3.5570 -2.8370 -0.3246
F 0.8596 2.7259 -5.5073
H 2.6033 -3.1857 -1.9827
H 2.2758 -4.4854 -3.1604
O -1.1205 -1.5482 -0.6339
C 1.4769 -0.6789 3.5283
C -2.1309 -0.9713 -1.0450
*
```

The HOMO-LUMO gap comes out at 7.45 eV. The energy relative to the best compared isomer or geometry (same formula, charge and spin) comes out at 20.0 kcal/mol.

Atomic partial charges in e from the Löwdin method, atoms 1 to 8: 0.10, 0.97, 0.13, -0.11, 0.78, -0.12, -0.10, 0.12

C19H13BrN3O8SY | ωB97M-V/def2-TZVPD

```
! RIJCOSX wB97M-V def2-TZVPD def2/J DEFGRID3
* xyz 0 1
O 6.5285 -2.2530 4.2285
C -3.1793 -3.4516 -2.0682
C -0.8828 -2.3209 -1.0153
H -0.4148 -4.2885 -0.3032
C 2.4085 -0.5987 2.7369
C -2.2731 -4.2319 -1.3688
C -1.5131 4.8397 -2.4296
O -3.1696 1.1251 0.3982
H -3.5838 5.1452 -2.8917
H 4.8303 0.1468 0.4808
C -2.4320 0.7109 -2.0139
S -2.1365 1.3195 1.4032
H 0.4639 4.1465 -1.9336
C 3.1658 -1.2992 3.6631
O -2.5674 1.4554 2.7564
O -1.1210 0.1458 1.2565
N 5.3317 -2.2151 4.4056
C 4.5095 -1.4503 3.4090
Br -2.6044 -6.0778 -1.1499
O 4.7533 -2.6993 5.3513
H -4.1443 2.7320 -2.6871
C -0.5720 3.8807 -2.1043
C -2.9286 -2.0984 -2.2263
C -2.1417 2.1876 -2.1957
O 1.8683 1.8295 0.6685
H 6.2044 -1.0959 2.1646
C -1.7866 -1.5277 -1.6893
H -4.0711 -3.8937 -2.4889
N -0.8798 2.5899 -1.9999
H -3.6344 -1.5066 -2.7945
H 0.0310 -1.9022 -0.6065
O -1.2476 2.4810 0.9401
C -3.1317 3.0808 -2.5343
H -1.2248 5.8782 -2.5043
O 1.7389 -0.0865 -0.4206
H -3.4634 0.3939 -2.1432
C 4.3715 -0.2585 1.3740
N -1.4955 -0.1151 -1.8185
C -2.8137 4.4259 -2.6450
Y -0.1015 1.1274 -0.2872
C 2.1974 0.6137 0.5624
C 5.1434 -0.9476 2.2987
C -1.1228 -3.6759 -0.8427
H 2.7300 -1.7168 4.5575
H 1.3475 -0.4566 2.9073
C 3.0132 -0.0876 1.5998
*
```

The HOMO-LUMO gap comes out at 7.82 eV. The energy relative to the best compared isomer or geometry (same formula, charge and spin) comes out at 0.0 kcal/mol.

Atomic partial charges in e from the Löwdin method, atoms 1 to 8: 0.08, -0.11, -0.01, 0.11, 0.02, -0.69, -0.02, -0.32